# 1
# C3H9N5

C3H9N5 in the gas phase at a distorted geometry (ωB97M-V/def2-TZVPD, the Open Molecules 2025 dataset).

Computed properties:
Relative energy (zero: lowest compared OMol25 entry of this formula, charge and spin) (kcal per mole): 86.30
SMILES: [H]/N=C/NN/C(C)=N\N
Multiplicity: 1
HOMO (eV): -8.50

Each line ends with the Mulliken charge.
Cartesian coordinates (Å):
H1 -1.90305 2.79912 -0.44473  0.24
N1 -1.65772 1.74660 -0.42483  -0.61
C1 -1.09336 1.55481 0.75944  -0.11
N2 -0.42480 0.50219 1.21793  -0.16
N3 -0.47364 -0.68088 0.54674  -0.38
C2 0.78561 -0.72047 -0.17125  0.65
C3 2.01200 -0.81609 0.65046  -1.00
N4 0.79202 -0.96083 -1.38253  -0.44
N5 -0.51567 -1.18258 -1.95763  -0.53
H2 -1.05384 2.37575 1.44976  0.36
H3 -0.43852 0.38851 2.27410  0.25
H4 -1.26823 -0.67657 -0.03501  0.40
H5 1.95110 -1.63090 1.40283  0.26
H6 2.20637 0.18622 0.90549  0.32
H7 2.89113 -0.96726 -0.05563  0.33
H8 -0.52731 -1.50007 -2.94304  0.24
H9 -1.28209 -0.41753 -1.79211  0.18

=====

# 2
# H3O3PS

H3O3PS in the gas phase at a distorted geometry (ωB97M-V/def2-TZVPD, the Open Molecules 2025 dataset).

Computed properties:
Relative energy (zero: lowest compared OMol25 entry of this formula, charge and spin) (kcal per mole): 74.85
SMILES: OSP(O)O
Multiplicity: 1
HOMO (eV): -8.60

Each line ends with the Mulliken charge.
Cartesian coordinates (Å):
O1 2.20140 -0.47742 -0.00275  -0.48
S1 1.26061 0.91526 -0.07083  -0.04
P1 -0.72292 0.03627 0.73806  0.41
O2 -1.67954 0.88596 -0.29791  -0.46
O3 -0.72366 -1.43601 -0.09627  -0.45
H1 2.94385 -0.44738 0.67822  0.34
H2 -1.89095 1.71960 -0.05518  0.30
H3 -1.38879 -1.19630 -0.89335  0.36

=====

# 3
# C3H8NOS

A gas-phase ion, C3H8NOS (charge +1) at a distorted geometry (ωB97M-V/def2-TZVPD, the Open Molecules 2025 dataset).

Computed properties:
Relative energy (zero: lowest compared OMol25 entry of this formula, charge and spin) (kcal per mole): 133.29
Multiplicity: 1
Total charge: +1
HOMO (eV): -13.59

Each line ends with the Mulliken charge.
Cartesian coordinates (Å):
C1 0.58504 1.27883 -0.43948  -0.13
C2 1.19414 0.02023 -0.97482  -0.36
C3 -0.80137 -0.83293 2.65766  -0.80
N1 0.56105 -0.27774 -2.38495  -0.38
O1 -0.23469 0.08806 -0.11009  -0.18
S1 -1.59426 -0.13709 1.15138  0.21
H1 1.14160 1.73718 0.34818  0.23
H2 0.06230 1.95126 -1.00302  0.26
H3 -0.24524 -0.01395 3.10192  0.28
H4 -0.17653 -1.66442 2.35875  0.29
H5 -1.47623 -1.13207 3.34275  0.40
H6 1.14478 -0.90507 -2.92806  0.38
H7 0.27324 0.66809 -2.87485  0.38
H8 -0.43382 -0.78038 -2.24538  0.40

=====

# 4
# H6Si2

2 unconnected molecules or ions with the total composition H6Si2 at a distorted geometry (ωB97M-V/def2-TZVPD, the Open Molecules 2025 dataset).

Computed properties:
Multiplicity: 3
<S²>: 2.00
HOMO (alpha / beta) (eV): -7.35 / -11.30

Each line ends with the Löwdin spin population.
Cartesian coordinates (Å):
Si1 -1.46574 -1.58803 -0.50849  1.49
Si2 0.78645 1.25670 0.19390  0.07
H1 -2.85918 -1.72133 -0.16357  0.19
H2 -1.13308 -2.75216 0.37480  0.18
H3 1.46659 0.32009 1.11674  0.00
H4 -0.63552 1.25155 0.74894  0.03
H5 0.91150 0.77673 -1.17279  0.01
H6 1.45464 2.55077 0.19952  0.01

=====

# 5
# C19H23BrClF6InNO7

A molecular structure, C19H23BrClF6InNO7 at a distorted geometry (ωB97M-V/def2-TZVPD, the Open Molecules 2025 dataset).

Computed properties:
Relative energy (zero: lowest compared OMol25 entry of this formula, charge and spin) (kcal per mole): 21.68
Multiplicity: 1
Total charge: -1
HOMO (eV): -5.05

Each line ends with the Mulliken charge.
Cartesian coordinates (Å):
C1 -2.68097 -1.37161 -1.19002  -1.49
C2 -1.83379 -0.68891 -0.10708  0.63
C3 -0.35297 -0.36359 -0.50216  -0.67
Br1 0.02195 -0.49267 -2.43926  -0.24
In1 1.12475 -1.55936 0.71646  1.07
Cl1 -0.05310 -2.52188 2.66531  -0.56
C4 2.20204 -3.13643 -0.45578  -1.04
C5 1.29718 -4.27892 -0.97970  -0.92
C6 0.76140 -4.10105 -2.41689  -0.19
C7 1.81391 -3.65125 -3.44221  -0.44
C8 1.72363 -4.37300 -4.81053  -0.69
N1 2.58262 -3.66170 -5.79721  -0.74
C9 2.78320 -0.17945 1.50330  -0.32
O1 3.74581 -0.69092 1.95624  -0.54
C10 2.61288 1.39309 1.45845  0.91
F1 2.78966 1.72086 0.15823  -0.34
F2 1.37088 1.76004 1.74533  -0.28
C11 3.63694 2.24166 2.24553  0.54
F3 4.87820 1.85211 2.05085  -0.28
F4 3.56841 3.49749 1.73479  -0.33
C12 3.36517 2.39765 3.80028  0.96
F5 2.85749 3.57987 4.03027  -0.27
F6 4.58536 2.36109 4.41478  -0.32
C13 2.50858 1.29987 4.47201  0.12
O2 1.42123 1.56559 4.75860  -0.44
O3 2.98064 0.06552 4.68348  -0.41
H1 -2.36652 -2.40070 -1.39423  0.34
H2 -3.70231 -1.46339 -0.78404  0.42
H3 -2.77167 -0.79745 -2.11391  0.37
H4 -2.33461 0.23068 0.21327  -0.28
H5 -1.82297 -1.35805 0.76231  0.13
H6 -0.17629 0.68345 -0.24263  0.36
H7 2.76262 -2.60444 -1.23206  0.27
H8 2.95357 -3.56372 0.22051  0.44
H9 1.90587 -5.20208 -0.99081  0.34
H10 0.47987 -4.49407 -0.28053  0.37
H11 0.41235 -5.09567 -2.74415  0.36
H12 -0.12747 -3.46135 -2.37891  0.05
H13 2.80148 -3.89172 -3.01906  0.26
H14 1.77131 -2.57556 -3.63797  0.24
H15 2.09087 -5.40258 -4.76710  0.33
H16 0.67469 -4.32582 -5.12298  0.39
H17 2.15184 -2.74779 -5.91567  0.27
H18 3.47454 -3.49524 -5.33777  0.30
H19 3.86353 0.09312 5.08602  0.36
C14 -3.08761 3.77463 0.59084  -0.90
C15 -3.28904 5.08324 0.78207  0.37
C16 -4.62966 5.62388 1.17703  0.86
O4 -4.74994 6.82325 1.35541  -0.63
C17 -5.73429 4.68365 1.32543  -0.89
C18 -5.53456 3.37503 1.13127  0.17
C19 -4.18744 2.83128 0.76205  1.01
O5 -4.06347 1.63117 0.61607  -0.58
O6 -6.51472 2.47919 1.25388  -0.60
O7 -2.31312 5.98284 0.63465  -0.57
H20 -2.12425 3.37227 0.30795  0.58
H21 -6.70039 5.08740 1.59399  0.42
H22 -6.10494 1.61136 1.06411  0.36
H23 -2.71841 6.84909 0.83189  0.34

=====

# 6
# C3H2N2O

2 unconnected molecules or ions with the total composition C3H2N2O at a distorted geometry (ωB97M-V/def2-TZVPD, the Open Molecules 2025 dataset).

Computed properties:
Relative energy (zero: lowest compared OMol25 entry of this formula, charge and spin) (kcal per mole): 33.89
Multiplicity: 1
HOMO (eV): -11.69

Each line ends with the Mulliken charge.
Cartesian coordinates (Å):
C1 0.90788 -0.42321 1.64844  0.27
C2 -1.85057 -0.70995 -1.09620  -0.19
C3 1.36379 -0.05177 0.27682  0.06
N1 0.46046 -0.79235 2.64571  -0.29
N2 -1.89689 0.41572 -1.38643  -0.13
O1 0.80774 0.85460 -0.28199  -0.35
H1 2.13306 -0.68533 -0.17119  0.31
H2 -1.92547 1.39229 -1.63517  0.32

=====

# 7
# C3H2N2O

2 unconnected molecules or ions with the total composition C3H2N2O at a distorted geometry (ωB97M-V/def2-TZVPD, the Open Molecules 2025 dataset).

Computed properties:
Relative energy (zero: lowest compared OMol25 entry of this formula, charge and spin) (kcal per mole): 135.34
Multiplicity: 1
HOMO (alpha / beta) (eV): -11.25 / -8.60

Each line ends with the Mulliken charge.
Cartesian coordinates (Å):
C1 1.63944 0.42821 -0.01227  0.35
C2 -1.05861 0.34457 -0.02166  0.38
C3 0.32125 0.26632 0.33574  0.05
N1 2.67720 0.93651 -0.03342  -0.43
N2 -0.61145 -0.57047 0.95996  -0.27
O1 -1.99698 0.72682 -0.53026  -0.35
H1 -0.59535 -0.76779 -2.17453  0.04
H2 -0.37550 -1.36418 1.47645  0.23

=====

no.,calculated total energy (Ha)
1,-393.375988
2,-967.054918
3,-646.812046
4,-582.376099
5,-5142.817902
6,-300.177404
7,-300.015733